[1]
Here is a structure of composition C32H51ClN3O5Y at a distorted geometry from OMol25. Energies are from wB97M-V/def2-TZVPD.

The geometry in XYZ format:
```
93
Properties=species:S:1:pos:R:3:forces:R:3
O 0.5220 0.0889 -2.0079 0.491 -0.549 0.693
C -0.3354 0.2511 -3.0623 -0.836 0.451 -0.345
C -0.0962 1.6231 -3.6764 0.054 -0.377 -0.120
C 0.5557 2.6419 -2.9761 -0.079 -0.067 -0.284
H 0.9178 2.4693 -1.9595 -0.187 -0.009 -0.344
C 0.7693 3.8759 -3.5917 -0.251 -0.216 -0.169
H 1.2858 4.6638 -3.0330 -0.238 -0.175 -0.354
C 0.3104 4.0748 -4.8983 0.000 -0.023 -0.106
H 0.4637 5.0387 -5.3785 -0.018 -0.156 0.056
C -0.3417 3.0479 -5.6024 0.062 -0.003 0.237
H -0.7032 3.1947 -6.6234 0.193 0.115 0.340
C -0.5349 1.8171 -4.9817 0.076 0.393 0.125
H -1.0476 0.9748 -5.4539 0.141 0.403 -0.121
H -0.1555 -0.5390 -3.8196 0.138 0.331 -0.122
C -2.1673 -1.3934 -2.3565 -0.073 -0.136 0.139
C -1.8261 0.0448 -2.6519 0.718 -0.246 -0.243
H -3.2383 -1.6111 -2.4204 0.213 0.072 -0.159
H -1.8728 -1.6672 -1.3387 -0.168 0.102 -0.124
H -1.6064 -2.0683 -3.0134 -0.176 0.051 -0.140
C -2.6518 1.0615 -2.4602 -0.580 1.148 0.287
C -4.0671 1.0483 -1.9409 -0.258 -0.139 -0.362
H -2.2952 2.0917 -2.6063 0.109 -0.485 -0.221
H -4.7683 1.4674 -2.6674 0.118 -0.041 -0.314
H -4.1879 1.6787 -1.0547 0.284 -0.191 -0.129
H -4.4085 0.0459 -1.6878 -0.013 0.080 0.071
Y 0.0386 0.0939 0.0593 -0.094 1.100 1.049
Cl -2.5744 0.3592 0.4920 -0.224 -0.059 -0.532
C -1.1189 0.1566 2.8278 0.510 0.502 -0.071
O -0.3661 -0.6015 2.1697 -1.033 -0.015 1.053
N -1.2627 0.1068 4.1336 0.138 -0.366 0.262
C -0.7179 -1.0438 4.8195 0.045 0.037 0.357
C -1.9573 1.1484 4.8842 -0.198 -0.133 -0.282
H -1.7247 0.9091 2.3141 0.482 0.153 0.550
H -0.1825 -1.6456 4.0890 -0.051 0.106 0.185
H -1.5388 -1.6380 5.2276 0.060 0.028 0.223
H -0.0318 -0.7144 5.6054 -0.110 -0.169 -0.010
H -2.1358 2.0014 4.2088 0.088 -0.345 0.349
H -1.3245 1.4770 5.7262 -0.267 -0.131 -0.375
H -2.9268 0.7648 5.2463 0.357 0.202 0.032
H 4.8474 1.8855 -2.0631 -0.214 0.067 -0.061
H 4.7484 2.2538 0.6300 -0.026 -0.105 -0.324
C 3.7609 1.7816 -1.9304 0.608 -0.194 -0.317
C 3.6898 1.9895 0.5324 -0.294 0.088 0.416
N 3.4671 1.1632 -0.6490 0.361 -0.312 -0.201
H 3.3413 1.1480 -2.7196 0.106 0.341 0.066
C 3.0420 -0.0984 -0.6408 -2.513 -0.209 1.739
O 2.3110 -0.6058 0.2824 1.876 0.531 -2.216
H 3.4014 1.4575 1.4383 -0.009 0.153 -0.313
H 3.1843 -0.7079 -1.5347 0.304 0.364 -0.262
H 3.3049 2.7799 -1.9840 0.030 -0.389 0.063
H 3.1001 2.9129 0.4678 0.079 -0.283 0.019
H -0.0944 -5.4132 0.5456 0.001 0.074 -0.095
H 2.1272 -5.5882 -1.0937 -0.220 0.296 -0.097
C -0.4716 -4.8799 -0.3330 -0.009 -0.108 0.219
C 1.5973 -4.8682 -1.7364 -0.068 0.105 -0.176
N 0.5889 -4.1274 -0.9831 0.071 -0.215 -0.099
H -1.2501 -4.1870 -0.0169 0.065 -0.085 -0.044
C 0.6480 -2.8133 -0.8644 -1.051 1.270 1.342
O -0.0971 -2.1387 -0.0822 1.227 -2.124 -1.456
H 2.3213 -4.1524 -2.1413 -0.130 -0.241 0.057
H 1.3726 -2.2925 -1.4945 0.090 -0.121 0.044
H -0.8742 -5.6104 -1.0384 0.011 0.092 0.032
H 1.1312 -5.4195 -2.5664 0.107 0.169 0.238
C -1.1845 3.9946 1.9910 0.001 -0.158 -0.067
C 0.3022 4.2330 2.3095 0.105 -0.103 -0.070
C 0.4483 5.6320 2.9337 0.104 -0.140 -0.155
C 0.9446 3.1364 3.1766 -0.113 -0.476 0.115
C 1.0907 3.3310 4.5418 0.338 -0.343 -0.089
C 1.6388 2.3121 5.3158 -0.012 -0.108 0.853
C 2.0645 1.1010 4.7639 0.110 0.650 0.340
C 2.0087 0.8288 3.4131 -0.358 0.515 -0.289
C 2.8096 -0.4634 3.0021 0.058 0.250 -0.523
C 4.0782 -0.6590 3.8363 0.257 0.281 0.141
C 2.1560 -1.8516 2.9887 -0.407 -0.188 -0.295
C 1.3168 1.8641 2.6047 0.278 -0.276 1.595
O 0.9325 1.6822 1.3938 -0.247 -0.751 -2.397
H -1.7826 3.9732 2.9143 0.139 -0.006 -0.158
H -1.3413 3.0547 1.4459 0.014 0.199 0.173
H -1.5731 4.8146 1.3671 0.096 -0.221 0.152
H 0.8296 4.2514 1.3417 -0.050 -0.119 0.217
H -0.1508 5.7308 3.8479 0.110 0.030 -0.184
H 1.4959 5.8392 3.1721 -0.118 0.039 0.074
H 0.1043 6.3959 2.2261 0.016 -0.146 0.116
H 0.7824 4.2832 4.9809 0.217 -0.429 0.052
H 1.7956 2.4628 6.3842 -0.162 0.023 -0.170
H 2.5329 0.3477 5.4024 -0.236 0.455 0.036
H 3.1540 -0.3235 1.9784 -0.110 0.069 0.489
H 3.8457 -0.9936 4.8544 0.164 0.078 -0.129
H 4.6999 -1.4429 3.3822 -0.145 0.185 0.047
H 4.6679 0.2596 3.8866 0.021 -0.041 0.147
H 1.2993 -1.9167 2.3173 0.183 -0.023 0.215
H 2.9009 -2.5885 2.6398 -0.173 0.277 0.167
H 1.8362 -2.1629 3.9901 0.095 0.070 -0.059
```
Positions in Å, forces in eV/Å.

Summary:
total energy: -62289.550 eV
energy above the lowest of the compared OMol25 structures with the same formula, charge and spin: 158.1 kJ/mol
E_HOMO: -0.2488 hartree
HOMO-LUMO gap: 6.92 eV
LUMO energy: 0.0054 Ha

Here are the Löwdin charges for atoms 1 to 5, given in e:
1 O -0.3417
2 C -0.4008
3 C -0.1928
4 C -0.0488
5 H 0.0959



[2]
Here is a cluster of 8 separate species, C22H45N5O6 in total at a distorted geometry from OMol25. Energies are from wB97M-V/def2-TZVPD.

The geometry in XYZ format:
```
78
Properties=species:S:1:pos:R:3:forces:R:3
C 1.4826 -2.5215 -4.8733 -1.524 -0.564 0.691
O 2.5266 -2.1887 -3.9723 -0.019 -0.429 -2.191
C 2.2271 -2.4756 -2.6641 2.043 0.771 1.526
C 3.5741 -2.5201 -1.8931 0.371 -0.091 2.027
O 3.9277 -1.3343 -1.0466 -1.050 -1.788 -1.755
C 3.9398 -0.1874 -1.8628 0.055 -0.019 0.518
H 1.8029 -2.6102 -5.9122 0.347 0.455 0.256
H 0.6047 -1.8438 -4.7713 0.747 0.066 -0.271
H 1.0381 -3.5064 -4.6097 0.494 0.169 -0.044
H 1.7678 -3.4231 -2.4829 -0.598 -0.852 -0.374
H 1.6112 -1.6986 -2.2536 -0.670 0.440 0.526
H 4.4083 -2.7951 -2.5660 -0.357 0.556 0.000
H 3.5456 -3.3510 -1.1497 -0.124 0.658 -0.389
H 4.1043 0.6429 -1.2075 -0.152 0.667 0.450
H 3.0139 -0.0404 -2.4251 0.091 -0.030 0.021
H 4.7970 -0.2073 -2.5115 0.375 -0.182 -0.663
C -2.2127 0.4038 4.2553 -0.639 3.251 0.770
O -0.9841 0.6322 3.6104 0.137 0.603 0.258
C -0.4446 1.9212 3.8715 1.423 -0.353 -1.430
C -0.8824 3.0748 2.9325 -1.128 -1.055 -0.145
O -2.0999 3.6689 3.4344 0.558 0.296 -0.837
C -1.7760 4.7253 4.3170 -0.189 -0.480 0.482
H -3.0190 0.8971 3.6840 0.088 -0.362 0.231
H -2.2634 0.8635 5.3129 0.343 -0.726 -1.337
H -2.3691 -0.6152 4.3103 -0.382 -2.175 0.104
H 0.6407 1.7752 3.7482 -0.172 0.125 -0.171
H -0.5625 2.1420 4.9129 -0.427 0.509 0.701
H -1.1023 2.6912 1.9054 0.070 0.015 0.870
H -0.0947 3.8180 2.7754 0.001 0.061 0.387
H -1.2477 5.5594 3.8221 -0.699 0.005 -0.035
H -1.0457 4.3232 5.0086 0.185 0.106 0.700
H -2.6972 4.9797 4.8881 0.736 0.222 -0.617
C -0.0823 -3.9847 0.5177 0.178 -1.932 -1.207
O -0.8670 -2.9098 0.7909 -1.260 2.187 0.586
C -1.0203 -2.5121 2.1773 -0.683 -2.247 -0.361
C 0.2283 -2.1338 2.9097 0.922 1.833 -0.869
O 0.9650 -1.2435 2.0251 -0.224 -0.098 0.001
C 2.2809 -0.9997 2.4524 0.661 -0.331 0.840
H 0.9697 -3.7544 0.6090 0.620 0.011 0.328
H -0.2097 -4.2613 -0.6088 -0.113 0.270 1.990
H -0.3516 -4.8446 1.1963 0.344 0.388 -0.773
H -1.4687 -3.4102 2.6920 0.243 0.866 -0.141
H -1.7655 -1.7142 2.1937 0.264 0.019 -0.217
H 0.9132 -2.9275 3.1798 -0.095 -0.633 0.030
H -0.0722 -1.5854 3.8192 0.187 -0.213 -0.150
H 2.7446 -1.9753 2.7101 0.116 0.370 -0.134
H 2.2747 -0.4098 3.3960 0.114 -0.058 -0.460
H 2.9524 -0.5047 1.6972 -1.175 -0.415 0.426
C -4.0312 3.4143 0.5726 -0.070 -0.907 1.442
C -3.7694 2.0199 0.8956 -0.145 -0.304 -0.025
N -3.6498 0.8838 1.0021 0.205 -0.175 0.223
H -4.3200 3.3617 -0.4461 -0.482 0.783 -0.944
H -3.1557 3.9760 0.7585 1.152 0.629 -0.312
H -4.7318 3.8189 1.3000 -0.533 -0.081 -0.424
C -0.2214 3.6827 -4.0952 -1.662 1.408 0.318
C -1.6328 3.6203 -3.5993 1.994 -0.668 0.441
N -2.5991 3.4182 -3.0214 -0.798 0.192 -0.036
H -0.1726 4.5730 -4.6901 0.153 0.404 -0.761
H 0.0082 2.8335 -4.6795 0.315 -0.957 -0.484
H 0.4874 3.8691 -3.3063 -0.036 -0.445 0.637
C -4.1036 -3.3669 -0.0023 -0.602 1.317 1.378
C -4.0532 -3.8856 1.3538 0.475 -1.296 0.746
N -3.8867 -4.2721 2.4300 -0.368 0.342 -0.812
H -3.5240 -3.8544 -0.7358 0.433 -1.033 -0.572
H -3.6229 -2.4227 0.1739 0.245 0.917 -0.472
H -5.1236 -3.1529 -0.2920 -0.153 -0.201 -0.258
C 4.2969 0.6048 -5.0275 -0.419 -0.049 -0.356
C 2.8612 0.7371 -4.9081 -2.169 -0.798 0.515
N 1.7083 0.6387 -4.8100 1.523 0.675 -0.214
H 4.5362 1.0508 -5.9623 0.593 0.566 -0.807
H 4.5243 -0.4538 -5.1338 0.146 -0.040 0.471
H 4.8114 1.1167 -4.2288 0.204 -0.111 0.151
C -0.1971 0.5807 -0.1965 0.121 -0.731 -1.432
C 0.1425 1.9481 -0.6134 -0.923 -4.023 1.050
N 0.5007 3.0012 -0.7521 1.063 3.696 -0.804
H -0.9105 0.0954 -0.9090 0.246 0.648 0.787
H -0.5690 0.6129 0.8184 -0.220 -0.242 0.145
H 0.6944 -0.0779 -0.2406 -0.324 0.599 0.268
```
Positions in Å, forces in eV/Å.

Summary:
total energy: -43272.684 eV
SMILES: COCCOC.COCCOC.COCCOC.CC#N.CC#N.CC#N.CC#N.CC#N
E_HOMO: -0.3433 hartree
HOMO-LUMO gap: 9.96 eV
LUMO energy: 0.0227 Ha

Here are the Löwdin charges for atoms 1 to 5, given in e:
1 C -0.1129
2 O -0.2108
3 C -0.2386
4 C -0.1167
5 O -0.1914